No. 1
ORCA calculation (the ωB97M-V functional and the def2-TZVPD basis) on a gas-phase ion, C3H9N2O (charge +1) in a non-equilibrium geometry.

Element x y z (Å)
C (0.69539, -0.59477, 1.17983)
C (-1.38978, 0.38168, 0.39434)
C (0.57284, 0.38031, -1.04885)
N (0.13948, -0.93251, -1.56867)
N (0.08469, 0.46383, 0.34974)
O (0.46225, -1.21030, -2.68195)
H (0.41624, -1.56842, 0.78029)
H (1.78048, -0.50588, 1.17576)
H (0.34319, -0.51686, 2.20643)
H (-1.70831, -0.56244, -0.04398)
H (-1.73709, 0.43110, 1.42414)
H (-1.83567, 1.20239, -0.16451)
H (1.66524, 0.47038, -1.08311)
H (0.14561, 1.18837, -1.65478)
H (0.36544, 1.37312, 0.73533)

Results
Strongest force on any atom: 2.1 eV/A
⟨S²⟩: 2.01
Net charge: +1
Kohn-Sham gap (spin up / spin down): 9.576 / 12.370 eV
Spin multiplicity: 3
Electronic energy: -8274.1753 eV
HOMO energy (spin up / spin down): -13.0662 / -17.9643 eV

Atom charges from the Löwdin analysis, given in e for atoms 1 to 8: 0.011, 0.011, -0.105, -0.055, -0.186, 0.124, 0.112, 0.118

=====

No. 2
ORCA calculation (the ωB97M-V functional and the def2-TZVPD basis) on 2 unconnected molecules or ions with the total composition C3H9N2O2 in a non-equilibrium geometry.

Element x y z (Å)
C (-0.96488, 0.82711, -1.23663)
C (-1.03798, 1.90683, -0.16624)
N (-0.25216, 1.69733, 0.94421)
O (-1.66132, 2.99767, -0.35036)
H (0.01902, 0.74005, -1.80491)
H (-1.72868, 1.15658, -1.96391)
H (-1.20094, -0.12758, -0.74383)
H (-0.34733, 2.48671, 1.55846)
H (0.37072, 0.79142, 0.96944)
N (1.12469, -2.50734, -0.16105)
C (0.70683, -1.50980, 0.85005)
O (1.28254, -0.26844, 0.63924)
H (0.84782, -2.14216, -1.08447)
H (2.15609, -2.54645, -0.10873)
H (-0.41609, -1.50650, 0.90495)
H (1.10166, -1.99544, 1.75376)

Results
Strongest force on any atom: 3.0 eV/A
Net charge: -1
Kohn-Sham gap: 8.121 eV
Electronic energy: -10333.1181 eV
HOMO energy: -3.9178 eV

Atom charges from the Löwdin analysis, given in e for atoms 1 to 8: -0.045, -0.585, 0.110, -0.097, 0.097, 0.064, 0.055, 0.074

=====

No. 3
ORCA calculation (the ωB97M-V functional and the def2-TZVPD basis) on 2 unconnected molecules or ions with the total composition C3H9N2O2 in a non-equilibrium geometry.

Element x y z (Å)
C (1.76453, 1.26937, -0.07298)
C (-0.24457, -2.67221, -1.62815)
C (-0.71067, 1.76206, 2.19806)
N (0.67181, -0.84676, -0.72375)
N (0.80223, 0.11418, -0.06014)
O (-0.14762, -1.81579, -0.52762)
O (-0.83221, 0.65470, 1.36717)
H (2.02050, 1.37033, -1.12387)
H (2.68663, 1.07983, 0.58259)
H (1.26623, 2.18934, 0.16330)
H (-1.33638, -2.56787, -1.91817)
H (-0.05739, -3.73689, -1.18368)
H (0.36226, -2.51877, -2.55005)
H (0.23722, 2.11253, 2.61217)
H (-1.44498, 1.51163, 2.95564)
H (-1.15009, 2.64726, 1.66251)

Results
Strongest force on any atom: 4.8 eV/A
Net charge: +1
Kohn-Sham gap (spin up / spin down): 6.553 / 6.859 eV
Electronic energy: -10316.7899 eV
HOMO energy (spin up / spin down): -14.0756 / -14.3279 eV

Atom charges from the Löwdin analysis, given in e for atoms 1 to 8: 0.037, -0.043, -0.138, 0.063, 0.100, -0.025, -0.018, 0.099

=====

No. 4
ORCA calculation (the ωB97M-V functional and the def2-TZVPD basis) on 3 unconnected molecules or ions with the total composition C3H9N2O2 in a non-equilibrium geometry.

Element x y z (Å)
C (-2.12266, -0.08204, 0.29024)
C (-2.71413, 0.96732, -0.02250)
C (0.89703, 1.31369, -1.07235)
N (1.20020, 0.52724, -0.13613)
N (1.17499, -2.15485, 0.25071)
O (-1.61218, -1.09217, 0.41127)
O (1.57630, 0.89107, 1.03458)
H (0.21322, -2.24966, 0.60242)
H (-3.67943, 1.22717, 0.36739)
H (-2.08573, 1.74077, -0.63325)
H (0.97545, 2.42832, -1.00949)
H (0.70209, 0.86108, -2.02927)
H (1.26185, -1.04161, -0.11550)
H (1.76031, -2.28231, 1.18603)
H (1.21769, -2.86652, -0.48875)
H (1.23503, 1.81251, 1.36459)

Results
Strongest force on any atom: 5.8 eV/A
Net charge: +1
Kohn-Sham gap: 9.772 eV
Electronic energy: -10322.0033 eV
HOMO energy: -12.9646 eV

Atom charges from the Löwdin analysis, given in e for atoms 1 to 8: -0.348, 0.026, 0.044, -0.200, 0.195, 0.158, -0.003, 0.083

=====

No. 5
ORCA calculation (the ωB97M-V functional and the def2-TZVPD basis) on a gas-phase ion, C3H9N2O2 (charge +1) in a non-equilibrium geometry.

Element x y z (Å)
C (-1.12843, -1.12626, -0.01433)
C (-0.63111, 0.26093, 0.02118)
C (-0.76814, 1.06003, -1.28134)
N (0.91345, 0.10349, 0.38999)
O (1.63550, -0.38544, -0.55626)
N (1.45125, 0.33862, 1.54175)
O (2.62822, 0.11668, 1.75486)
H (-0.36680, -1.75501, -0.38020)
H (-1.54403, -1.51756, 0.95848)
H (-1.99727, -1.14705, -0.70620)
H (-0.82416, 0.79902, 0.97601)
H (-1.79895, 0.77739, -1.47972)
H (-0.32607, 0.45208, -2.03428)
H (-0.61057, 2.10260, -1.38408)
H (2.54576, -0.49105, -0.16685)
H (0.82136, 0.41152, 2.36097)

Results
Strongest force on any atom: 3.9 eV/A
Net charge: +1
Kohn-Sham gap: 9.948 eV
Electronic energy: -10319.9788 eV
SMILES string: CC(C)N(O)[NH+]=O
HOMO energy: -15.4786 eV

Atom charges from the Löwdin analysis, given in e for atoms 1 to 8: -0.033, -0.260, 0.009, -0.106, 0.163, -0.021, 0.097, 0.079

=====

No. 6
ORCA calculation (the ωB97M-V functional and the def2-TZVPD basis) on a gas-phase ion, C3H9N2O2S (charge +1) in a non-equilibrium geometry.

Element x y z (Å)
C (1.84581, -1.45219, 0.88015)
N (1.56310, -0.08073, 0.42295)
C (0.48306, 0.43200, -0.09200)
N (0.68599, 1.91263, -0.73446)
S (-1.30645, -0.09079, 0.40957)
C (-2.25404, -0.00341, -1.08741)
O (-1.72036, 0.89632, 1.31920)
O (-1.25518, -1.33894, 1.01280)
H (2.87076, -1.72299, 0.90865)
H (1.45653, -2.09177, 0.11902)
H (1.47880, -1.76336, 1.95979)
H (2.34862, 0.59246, 0.36787)
H (1.49905, 2.45171, -0.55507)
H (-0.23693, 2.36079, -0.88979)
H (-1.70557, -0.23670, -1.93383)
H (-2.98698, -0.81694, -0.90873)
H (-2.76622, 0.95189, -1.19870)

Results
Strongest force on any atom: 7.2 eV/A
Net charge: +1
Kohn-Sham gap: 10.008 eV
Electronic energy: -21157.4005 eV
SMILES string: C/[NH+]=C(/N)S(C)(=O)=O
HOMO energy: -15.2380 eV

Atom charges from the Löwdin analysis, given in e for atoms 1 to 8: -0.016, 0.030, -0.121, 0.125, 0.616, -0.098, -0.232, -0.232

=====

No. 7
ORCA calculation (the ωB97M-V functional and the def2-TZVPD basis) on a molecular structure, C3H9N2O3 in a non-equilibrium geometry.

Element x y z (Å)
O (-2.26558, -1.67724, -0.37959)
C (-1.36965, -0.82402, -0.29409)
N (-1.56796, 0.51333, -0.55080)
C (0.06541, -1.34760, 0.08587)
N (0.54791, -0.46010, 1.18250)
C (1.99788, -0.05649, 0.89268)
O (2.01048, 0.77417, -0.20742)
H (-0.67771, 1.41277, -0.58534)
H (-2.45519, 0.74687, -0.88822)
H (0.69950, -1.31816, -0.75525)
H (0.09232, -2.44119, 0.53838)
H (0.04704, 0.48646, 1.22326)
H (2.52119, -0.94198, 0.59028)
H (2.32132, 0.43646, 1.77212)
H (0.55210, 2.51570, -1.27969)
H (1.02933, 1.32704, -0.28488)
O (0.11117, 2.24959, -0.52041)

Results
Strongest force on any atom: 3.6 eV/A
Net charge: -1
Kohn-Sham gap: 8.781 eV
Electronic energy: -12379.9701 eV
HOMO energy: -4.6915 eV

Atom charges from the Löwdin analysis, given in e for atoms 1 to 8: -0.076, -0.551, 0.073, -0.160, -0.076, -0.347, -0.192, -0.039

=====

No. 8
ORCA calculation (the ωB97M-V functional and the def2-TZVPD basis) on 2 unconnected molecules or ions with the total composition C3H9N2O3.

Element x y z (Å)
O (-2.26038, 0.18516, 0.84766)
C (-1.77293, -0.89786, 1.00322)
C (-1.15980, -1.64393, -0.15834)
N (-1.02746, -0.70148, -1.29966)
H (-1.75840, -1.42916, 1.96910)
H (-0.17737, -2.06004, 0.06300)
H (-1.81488, -2.46882, -0.44621)
H (-0.95444, -1.19611, -2.18848)
H (-1.81976, -0.04965, -1.33488)
H (-0.14985, -0.11263, -1.19211)
N (2.49880, 2.02295, 0.23894)
C (1.51453, 1.13890, 0.00662)
O (1.00458, 0.47692, 1.07094)
O (1.12060, 0.85879, -1.11242)
H (2.69270, 2.38408, 1.15803)
H (2.81458, 2.59220, -0.52970)
H (1.24947, 0.90069, 1.90429)

Results
Strongest force on any atom: 0.5 eV/A
Net charge: +1
Kohn-Sham gap: 11.610 eV
Electronic energy: -12374.1523 eV
HOMO energy: -14.6280 eV

Atom charges from the Löwdin analysis, given in e for atoms 1 to 8: 0.092, -0.225, -0.100, 0.176, 0.143, 0.140, 0.143, 0.174